# 1
A cluster of 15 separate species, C30H89Cl3N29O21P2S in total at a distorted geometry, computed with ωB97M-V with the def2-TZVPD basis set.

Geometry (Å):
C1 -1.5357 -2.9286 -6.1085
C2 -0.9790 -1.8568 -5.3634
C3 -1.2315 -1.4557 -3.8902
P1 0.0022 -2.1399 -2.5542
N1 0.3786 -0.5112 -1.9801
C4 -1.5351 -2.3680 -1.4116
C5 -2.2285 -1.0378 -0.9308
C6 -3.3742 -1.4285 0.1333
S1 -4.8333 -0.3262 0.0774
O1 -5.1052 0.1966 -1.2988
O2 -6.0655 -1.0441 0.5571
O3 -4.6666 1.0593 1.0257
C7 -0.3997 -3.9382 -3.1930
O4 -0.6352 -4.8758 -2.0806
C8 -0.6175 -6.2253 -2.5517
C9 0.4527 -7.1288 -1.8411
O5 1.5256 -7.3803 -2.7655
C10 2.3226 -8.4383 -2.1955
C11 3.5320 -8.7708 -3.1560
O6 4.3949 -7.6549 -3.3691
C12 5.6419 -7.8336 -2.6560
C13 6.1502 -6.3795 -2.2877
C14 1.2243 -3.0249 -1.3098
Cl1 2.3546 -4.3701 -1.8755
C15 1.3866 -2.7272 0.0319
C16 0.6067 -1.6687 0.8288
Cl2 2.5882 -3.6975 1.0349
P2 1.7613 -1.9285 -3.9316
O7 1.6741 -0.4325 -4.8035
Cl3 3.5525 -1.4315 -2.8319
H1 -2.6243 -3.0864 -6.3020
H2 -0.8197 -3.7171 -6.4725
H3 -0.4019 -1.1314 -6.0072
H4 -2.3103 -1.7400 -3.6824
H5 -1.2849 -0.3258 -3.8924
H6 1.2665 -0.4378 -1.4776
H7 0.3993 0.2469 -2.6619
H8 -1.3227 -2.9859 -0.4884
H9 -2.3620 -2.9735 -1.8935
H10 -2.6975 -0.4580 -1.7731
H11 -1.5773 -0.3259 -0.3735
H12 -3.6470 -2.5150 0.0490
H13 -2.9068 -1.2933 1.1558
H14 -4.0937 0.8227 1.7794
H15 0.3908 -4.2992 -3.9001
H16 -1.4344 -3.9380 -3.6496
H17 -0.4839 -6.2590 -3.6719
H18 -1.6300 -6.7054 -2.3705
H19 0.8872 -6.5223 -0.9913
H20 0.0519 -8.0769 -1.3925
H21 2.7221 -8.0307 -1.2204
H22 1.7001 -9.3676 -2.0574
H23 3.0860 -9.0580 -4.1499
H24 4.0572 -9.6675 -2.7202
H25 6.3719 -8.3255 -3.3507
H26 5.4872 -8.4179 -1.7148
H27 6.0948 -5.7546 -3.2235
H28 5.4355 -5.9732 -1.5310
H29 7.2021 -6.4185 -1.9105
H30 1.0975 -1.5893 1.8584
H31 -0.4594 -1.9369 1.0925
H32 0.5964 -0.6151 0.4703
H33 1.9663 0.2962 -4.2332
C17 1.3386 0.8893 3.9422
O8 1.2803 -0.3135 3.7348
N2 1.5316 1.7922 2.9408
N3 1.2154 1.4289 5.1844
H34 1.5822 2.7827 3.0845
H35 1.6263 1.4292 2.0082
H36 1.0722 0.7951 5.9501
H37 1.2595 2.4126 5.3721
C18 -0.9614 2.9441 -3.7804
O9 -0.7244 1.7812 -3.4935
N4 -0.2884 3.6062 -4.7641
N5 -1.9077 3.6819 -3.1517
H38 -0.4674 4.5602 -5.0197
H39 0.4233 3.0951 -5.2569
H40 -2.4290 3.2321 -2.4181
H41 -2.1125 4.6378 -3.3775
C19 8.5141 -9.8309 -0.7681
O10 7.8552 -8.8058 -0.8227
N6 8.5732 -10.6049 0.3507
N7 9.2459 -10.2875 -1.8220
H42 9.1075 -11.4501 0.4173
H43 8.0450 -10.2981 1.1479
H44 9.2251 -9.7410 -2.6644
H45 9.7939 -11.1261 -1.7997
C20 0.4570 3.8647 8.3788
O11 1.0531 2.8107 8.1763
N8 -0.8825 3.9118 8.6148
N9 1.0840 5.0666 8.3832
H46 -1.3899 4.7600 8.7819
H47 -1.3790 3.0382 8.6177
H48 2.0741 5.0703 8.2115
H49 0.6189 5.9399 8.5445
C21 -0.4299 7.3927 -3.1319
O12 -1.0141 7.6071 -4.1922
N10 0.0149 6.1654 -2.7802
N11 -0.1800 8.3724 -2.2205
H50 0.4974 5.9676 -1.9150
H51 -0.1503 5.4181 -3.4314
H52 -0.4952 9.2991 -2.4446
H53 0.2940 8.2148 -1.3492
C22 3.2125 6.1129 -1.1352
O13 2.1046 5.8082 -0.7003
N12 3.3917 7.1089 -2.0367
N13 4.3479 5.4737 -0.7488
H54 4.2845 7.3745 -2.4099
H55 2.5722 7.6018 -2.3451
H56 4.2509 4.7280 -0.0828
H57 5.2611 5.7039 -1.0916
C23 -9.0460 1.8261 2.4486
O14 -9.7690 2.5427 3.1304
N14 -9.5333 0.9831 1.4989
N15 -7.6947 1.8091 2.5797
H58 -8.9558 0.3883 0.9309
H59 -10.5281 0.9651 1.3698
H60 -7.2947 2.4174 3.2700
H61 -7.0864 1.2317 2.0313
C24 2.7291 1.6075 11.8742
O15 3.5290 1.0016 12.5736
N16 2.2116 2.8162 12.2337
N17 2.2871 1.1324 10.6818
H62 1.5557 3.3301 11.6759
H63 2.5143 3.2016 13.1096
H64 2.6459 0.2443 10.3812
H65 1.6308 1.6180 10.0944
C25 -5.6185 5.5262 -3.4308
O16 -5.2798 5.6085 -2.2572
N18 -6.7498 4.8899 -3.8261
N19 -4.8859 6.0672 -4.4438
H66 -7.0455 4.8118 -4.7832
H67 -7.3169 4.4768 -3.1079
H68 -4.0394 6.5477 -4.1907
H69 -5.1426 6.0117 -5.4110
C26 1.4324 -6.4943 5.0380
O17 1.5050 -7.5396 5.6696
N20 2.1101 -6.2895 3.8783
N21 0.6632 -5.4466 5.4404
H70 2.0613 -5.4397 3.3469
H71 2.6880 -7.0400 3.5459
H72 0.1428 -5.5603 6.2956
H73 0.5895 -4.5813 4.9363
C27 3.5694 7.5188 6.6193
O18 2.8402 7.3112 7.5802
N22 4.7114 6.8136 6.4022
N23 3.2977 8.4719 5.6887
H74 5.3222 6.9669 5.6224
H75 4.9442 6.1004 7.0702
H76 2.4613 9.0125 5.8171
H77 3.8801 8.6587 4.8946
C28 -2.6795 -7.2256 5.3815
O19 -2.4481 -6.7598 6.4894
N24 -3.8783 -7.7896 5.0615
N25 -1.7639 -7.2189 4.3797
H78 -4.0901 -8.1764 4.1617
H79 -4.5802 -7.8114 5.7788
H80 -0.8665 -6.8090 4.5830
H81 -1.9328 -7.5937 3.4656
C29 -9.7427 5.2992 -6.5486
O20 -8.9709 4.6482 -5.8607
N26 -10.2014 6.5232 -6.1727
N27 -10.2073 4.8538 -7.7470
H82 -10.8344 7.0744 -6.7201
H83 -9.8780 6.8827 -5.2917
H84 -9.8887 3.9524 -8.0553
H85 -10.8406 5.3703 -8.3270
C30 3.9022 8.0582 -5.7749
O21 4.2697 8.1469 -4.6110
N28 2.7625 7.4116 -6.1320
N29 4.6040 8.6000 -6.8066
H86 2.4419 7.3268 -7.0778
H87 2.2177 6.9992 -5.3939
H88 5.4525 9.0858 -6.5784
H89 4.3215 8.5392 -7.7663

Forces on atoms 1 to 3 (eV/Å):
C 0.51 0.59 0.68
C -0.69 -0.22 -0.55
C -2.40 2.01 -3.06

**Net charge**: -1

=====

# 2
A cluster of 3 separate species, C41H81ClN3O4 in total at a distorted geometry, computed with ωB97M-V with the def2-TZVPD basis set.

Geometry (Å):
C1 7.9577 3.4151 5.4974
C2 7.8425 4.8149 4.8637
C3 8.0649 4.7613 3.3269
C4 6.8114 5.0491 2.4815
C5 5.5339 4.3065 2.9362
C6 4.2675 5.2089 2.9080
C7 3.6799 5.3649 1.4835
C8 2.1382 5.1834 1.4162
C9 1.3613 6.5083 1.3689
C10 -0.1160 6.3265 0.9543
C11 -0.8320 5.4029 1.9785
C12 -2.1547 5.9781 2.5554
C13 -2.2980 5.9222 4.0903
C14 -2.7935 4.5756 4.7053
C15 -2.8287 3.3623 3.7584
C16 -1.4419 2.6865 3.7414
C17 -1.2791 1.5669 2.6572
O1 -2.1381 1.7194 1.5465
C18 -1.4482 0.2150 3.3747
N1 -1.0835 -0.9869 2.5401
C19 -0.2250 -0.6784 1.3668
C20 0.8393 0.3847 1.6523
C21 1.8318 -0.1593 2.7184
C22 3.1197 0.6481 2.6601
O2 3.2156 1.7046 3.0783
Cl1 4.4992 -0.1452 1.8741
C23 0.1717 1.7189 2.1098
H1 8.0748 3.5570 6.5793
H2 7.0565 2.8175 5.3445
H3 8.8608 2.8970 5.1727
H4 8.6468 5.4297 5.2804
H5 6.9079 5.3057 5.1480
H6 8.7943 5.5379 3.0714
H7 8.5277 3.8061 3.0675
H8 7.0350 4.7008 1.4653
H9 6.6258 6.1234 2.3841
H10 5.3341 3.5034 2.2169
H11 5.6149 3.8356 3.9182
H12 3.5460 4.7743 3.6045
H13 4.6073 6.1961 3.2386
H14 3.9108 6.3606 1.0967
H15 4.1201 4.5875 0.8518
H16 1.8552 4.6792 2.3514
H17 1.8334 4.5012 0.6131
H18 1.8392 7.1623 0.6278
H19 1.4326 7.0230 2.3347
H20 -0.0763 5.7944 -0.0032
H21 -0.6230 7.2808 0.8041
H22 -0.1613 5.2416 2.8253
H23 -1.0748 4.4543 1.4896
H24 -3.0450 5.5565 2.0808
H25 -2.1816 7.0410 2.2860
H26 -1.3746 6.2812 4.5534
H27 -3.0458 6.6800 4.3482
H28 -2.0913 4.3118 5.5070
H29 -3.7521 4.7020 5.2105
H30 -3.5076 2.6273 4.2197
H31 -3.2366 3.5611 2.7682
H32 -0.6191 3.3961 3.7259
H33 -1.3643 2.1748 4.7114
H34 -3.0502 1.5172 1.8068
H35 -2.4991 0.1090 3.6590
H36 -0.8200 0.2237 4.2618
H37 -0.5458 -1.6140 3.1429
H38 -1.9183 -1.4835 2.2281
H39 -0.8508 -0.2944 0.5599
H40 0.2510 -1.5896 0.9834
H41 1.3944 0.5402 0.7254
H42 2.0598 -1.2059 2.4941
H43 1.4517 -0.0704 3.7411
H44 0.2076 2.4508 1.3049
H45 0.7831 2.0979 2.9303
C24 3.0354 -4.3526 -1.3867
C25 1.9188 -4.0831 -0.3403
C26 1.6908 -5.3251 0.5349
C27 0.8594 -6.4273 -0.1201
C28 -0.4226 -5.8570 -0.7236
C29 -0.1504 -4.6995 -1.6854
N2 0.6801 -3.6359 -1.0445
O3 -0.0582 -2.9740 -0.2054
C30 0.5400 -5.2485 -2.9492
C31 -1.4748 -4.1370 -2.2025
C32 2.4761 -2.9844 0.5558
H46 2.8096 -3.8888 -2.3464
H47 3.9898 -3.9278 -1.0744
H48 3.2064 -5.4167 -1.5500
H49 1.1780 -5.0272 1.4567
H50 2.6557 -5.7339 0.8430
H51 1.4468 -6.9469 -0.8813
H52 0.6047 -7.1800 0.6288
H53 -0.9656 -6.6485 -1.2434
H54 -1.0784 -5.5224 0.0879
H55 0.7858 -4.4446 -3.6439
H56 -0.1271 -5.9389 -3.4663
H57 1.4485 -5.8115 -2.7464
H58 -2.1286 -3.7928 -1.4002
H59 -2.0246 -4.9015 -2.7488
H60 -1.3054 -3.3037 -2.8862
H61 2.6233 -2.0510 0.0068
H62 3.4399 -3.2796 0.9698
H63 1.8218 -2.7842 1.4076
C33 -5.9552 -5.7224 -6.4783
C34 -5.3362 -4.8638 -5.3400
C35 -6.3271 -3.7860 -4.8756
C36 -6.4254 -2.5654 -5.7891
C37 -5.0391 -2.0217 -6.1215
C38 -4.1161 -3.0955 -6.6988
N3 -4.0382 -4.2923 -5.8103
O4 -3.3168 -3.9947 -4.7790
C39 -4.6158 -3.4843 -8.1044
C40 -2.7290 -2.5007 -6.9464
C41 -5.1430 -5.8375 -4.1742
H64 -5.2154 -5.9839 -7.2345
H65 -6.3368 -6.6719 -6.1027
H66 -6.7907 -5.2239 -6.9716
H67 -6.0330 -3.4329 -3.8811
H68 -7.3183 -4.2301 -4.7594
H69 -6.9712 -2.8152 -6.7029
H70 -7.0109 -1.7889 -5.2920
H71 -5.1307 -1.1937 -6.8280
H72 -4.5968 -1.5974 -5.2134
H73 -4.0032 -4.2778 -8.5341
H74 -4.5574 -2.6234 -8.7721
H75 -5.6541 -3.8066 -8.1293
H76 -2.2830 -2.0875 -6.0419
H77 -2.7943 -1.6871 -7.6691
H78 -2.0485 -3.2524 -7.3513
H79 -4.4130 -6.6124 -4.4182
H80 -6.0876 -6.3287 -3.9402
H81 -4.8175 -5.3342 -3.2631

Forces on atoms 1 to 3 (eV/Å):
C -0.18 0.86 0.83
C 0.82 -0.50 -0.41
C -0.36 0.90 0.36

**Net charge**: +1
**2S+1**: 3

=====

# 3
A cluster of 2 separate species, C4H9O2S2 in total at a distorted geometry, computed with ωB97M-V with the def2-TZVPD basis set.

Geometry (Å):
O1 -0.2110 0.6721 -1.1735
C1 0.0397 -0.5622 -1.3444
O2 -0.2098 -1.4692 -0.5099
C2 0.6613 -0.9513 -2.6819
H1 0.8962 -2.0295 -2.6451
H2 -0.0563 -0.8503 -3.5110
H3 1.5261 -0.3256 -2.9185
C3 -1.9290 -0.0209 1.3571
S1 -1.1686 0.8650 2.7677
S2 0.7443 0.0586 2.6570
C4 1.4010 1.1384 1.3582
H4 -1.4832 0.2359 0.4184
H5 -1.7755 -1.0806 1.4870
H6 -2.9753 0.2546 1.4191
H7 1.0380 2.1266 1.5612
H8 2.4668 1.1117 1.3250
H9 1.0355 0.8266 0.4337

Forces on atoms 1 to 3 (eV/Å):
O 0.26 -0.52 -0.55
C -0.81 0.55 0.71
O 0.46 0.08 -0.74

**Net charge**: -1
**Energy above the lowest of the compared OMol25 structures with the same formula, charge and spin**: 7.7 kcal/mol

=====

For reference, E_tot by record: -6826.28252 -2535.84669 -1104.72870 Ha.